1.
72
Properties=species:S:1:pos:R:3:lowdin_charge:R:1 method="wB97M-V/def2-TZVPD" de_lowest_kcal_mol=0.00 orbital_gap_ev="7.77 / 7.77" e_homo_ev="-7.80 / -7.80"
Pd -0.89758 -0.46724 1.79283 0.523
O 0.18202 -2.30174 -1.87414 0.043
C 1.07864 -3.23416 -1.49258 -0.271
C 1.70491 -3.99396 -2.48012 -0.016
C 2.64216 -4.95174 -2.13971 -0.094
C 2.97025 -5.17918 -0.80861 -0.103
C 2.34236 -4.42785 0.17112 -0.050
C 1.40260 -3.45350 -0.14670 -0.115
C 0.80534 -2.61028 0.96205 -0.396
O -0.41851 -2.07743 0.62448 -0.328
N 1.81907 -1.55546 1.26294 0.031
N 1.42275 -0.51582 1.96446 -0.079
C 2.16650 0.45875 2.31999 -0.190
C 1.59457 1.54747 3.10248 -0.609
Br -0.08282 1.17635 3.95188 0.815
C 2.14860 2.74159 3.32150 -0.112
C 3.38878 3.22307 2.68811 -0.229
C 4.31729 3.92844 3.45369 -0.038
C 5.49123 4.39521 2.88645 -0.082
C 5.74911 4.17779 1.53984 -0.089
C 4.82072 3.50129 0.76250 -0.076
C 3.64689 3.03032 1.33072 -0.048
H -0.23688 -1.97490 -1.03255 0.062
H 1.43542 -3.81177 -3.51218 0.114
H 3.11660 -5.53132 -2.92177 0.100
H 3.69571 -5.93487 -0.54009 0.095
H 2.57434 -4.59891 1.21743 0.114
H 0.71195 -3.21770 1.87681 0.141
H 2.72367 -1.56710 0.80977 0.151
H 3.22788 0.51252 2.08140 0.130
H 1.66817 3.41423 4.02167 0.103
H 4.11772 4.10141 4.50414 0.114
H 6.20696 4.93260 3.49448 0.103
H 6.66469 4.54615 1.09625 0.102
H 5.00414 3.34782 -0.29303 0.104
H 2.90850 2.53381 0.71332 0.106
C -1.37137 0.79548 -5.65794 -0.043
C -1.66726 1.08547 -4.21507 -0.247
C -0.65574 1.07017 -3.26629 0.001
C -0.90591 1.28637 -1.91807 -0.172
C 0.25042 1.23005 -0.96387 -0.039
C -2.23169 1.53756 -1.51361 -0.108
C -2.58340 1.75872 -0.10568 -0.201
O -1.84391 1.62596 0.85365 -0.055
C -3.27078 1.57179 -2.46593 -0.205
C -4.70966 1.83862 -2.09907 -0.048
C -2.96787 1.34359 -3.79820 -0.006
H -0.32672 0.99151 -5.89532 0.077
H -1.99649 1.39486 -6.31970 0.079
H -1.57039 -0.25543 -5.87845 0.089
H 0.36242 0.87240 -3.58090 0.120
H 1.18425 1.16159 -1.52378 0.084
H 0.17430 0.34757 -0.32422 0.043
H 0.28572 2.09728 -0.30392 0.085
H -3.63055 2.05135 0.07444 0.120
H -4.85052 2.84876 -1.70998 0.089
H -5.08600 1.14126 -1.35006 0.074
H -5.33655 1.73610 -2.98318 0.077
H -3.76713 1.36127 -4.53044 0.118
C -3.60744 -1.59969 0.12563 -0.180
Si -2.93279 -1.36729 1.86494 0.447
C -2.78561 -3.02445 2.73676 -0.209
C -4.01641 -0.18017 2.85170 -0.207
H -4.54169 -2.16880 0.14575 0.034
H -2.88950 -2.14798 -0.48486 0.028
H -3.81536 -0.64589 -0.36325 -0.001
H -3.75541 -3.52790 2.79233 0.028
H -2.40917 -2.91006 3.75425 0.023
H -2.09981 -3.66627 2.18283 0.019
H -5.06686 -0.47604 2.76599 0.029
H -3.92144 0.84202 2.48294 0.009
H -3.75747 -0.18369 3.91171 0.022


2.
80
Properties=species:S:1:pos:R:3:lowdin_charge:R:1 method="wB97M-V/def2-TZVPD" de_lowest_kcal_mol=38.02 orbital_gap_ev=3.66 charge=-1 e_homo_ev=-3.43
Ca -0.09672 2.88659 -1.17194 1.384
C 1.15926 4.57189 -3.39477 -0.208
C 0.40088 5.34863 -2.49805 -0.228
C 1.00722 5.27800 -1.23331 -0.274
C 2.14625 4.44381 -1.33971 -0.251
C 2.23719 4.02620 -2.68025 -0.228
H 0.93970 4.41276 -4.44255 0.068
H -0.50742 5.88940 -2.72958 0.080
H 0.63286 5.73329 -0.32554 0.083
H 2.79963 4.14320 -0.53222 0.078
H 2.98895 3.35640 -3.07980 0.072
C -2.65734 -0.53123 5.85490 -0.072
C -1.48295 0.29909 5.35961 -0.205
N -1.48750 0.47350 3.91549 -0.046
C -1.91333 1.66884 3.37821 0.028
C -1.91658 1.99952 2.06856 -0.012
C -2.17507 3.46946 1.64121 -0.649
O -2.93116 4.11730 2.37013 -0.015
O -1.46597 3.83109 0.67059 -0.097
C -1.54415 0.96672 1.12661 -0.310
O -1.34174 1.08240 -0.07030 -0.035
C -1.25021 -0.35395 1.70035 -0.043
C -0.94145 -1.34515 0.78207 0.083
C -0.37255 -2.49287 1.22306 -0.214
F 0.00723 -3.43102 0.32166 0.060
C -0.03635 -2.65936 2.56684 -0.181
C -0.45203 -1.72714 3.50020 0.074
C -1.10021 -0.55152 3.07066 -0.122
N 0.91318 -3.68607 2.92351 -0.075
C 0.42592 -5.03632 2.67523 -0.158
C 1.46327 -6.04725 3.10718 -0.098
N 2.73541 -5.77740 2.34185 0.058
C 3.23642 -4.37989 2.62432 -0.077
C 2.16161 -3.41150 2.20517 -0.151
H -2.63136 -0.61722 6.94267 0.071
H -2.64005 -1.53593 5.43086 0.066
H -3.59966 -0.06336 5.56906 0.081
H -0.53188 -0.14510 5.66360 0.110
H -1.51109 1.29511 5.79827 0.118
H -2.20769 2.42566 4.09669 0.137
H -1.08172 -1.14707 -0.27637 0.153
H -0.17941 -1.88469 4.53442 0.111
H 0.17886 -5.20670 1.61902 0.129
H -0.48213 -5.20136 3.25599 0.141
H 1.15696 -7.06875 2.88910 0.131
H 1.72064 -5.94686 4.16090 0.134
H 2.54359 -5.85395 1.33818 0.187
H 3.44662 -6.46901 2.57003 0.174
H 4.15363 -4.23757 2.05656 0.141
H 3.44109 -4.34529 3.69371 0.134
H 2.03872 -3.45186 1.11313 0.099
H 2.48533 -2.39799 2.44234 0.144
O 2.66135 -2.83164 -0.77368 0.031
C 2.39686 -2.55944 -2.04388 -0.516
O 2.50585 -3.41174 -2.90282 0.059
C 1.93579 -1.18290 -2.35526 -0.060
C 1.57019 -0.77216 -3.62700 -0.003
N 1.21232 0.51469 -3.53363 0.051
N 1.30087 0.98053 -2.29501 0.068
C 1.73064 -0.02592 -1.55171 -0.123
C 1.76940 0.22192 -0.05447 -0.571
O 2.07354 -0.78494 0.66646 -0.038
O 1.43982 1.34760 0.32284 -0.011
H 2.46271 -2.00057 -0.17437 0.055
H 1.55193 -1.31734 -4.55513 0.131
H 0.78600 1.11730 -4.22444 0.121
C -3.66187 1.49191 -4.34675 -0.191
Si -2.09356 2.54054 -4.30759 0.179
C -2.61749 4.29919 -4.71674 -0.182
C -1.04435 1.95555 -5.77880 -0.192
O -1.29598 2.37849 -2.94596 -0.526
H -4.22808 1.62915 -5.27396 0.013
H -4.30947 1.75910 -3.50790 0.019
H -3.41585 0.43143 -4.24624 0.014
H -3.27222 4.33463 -5.59271 0.014
H -1.74120 4.92448 -4.90981 0.014
H -3.14977 4.73813 -3.86958 0.025
H -1.52552 2.11290 -6.74771 0.018
H -0.82873 0.88572 -5.68796 0.008
H -0.09591 2.50792 -5.79374 0.012


3.
76
Properties=species:S:1:pos:R:3:lowdin_charge:R:1 method="wB97M-V/def2-TZVPD" de_lowest_kcal_mol=20.41 orbital_gap_ev=5.85 charge=+4 e_homo_ev=-18.13
Zr 0.23706 -0.00011 -0.05661 1.652
C -1.34002 1.99037 1.71047 -0.082
N -1.59508 1.20423 0.48270 -0.276
C -2.63456 0.15900 0.69504 -0.073
C -2.62461 -0.75684 -0.50959 -0.269
C -3.71966 -1.49913 -0.90402 0.050
C -3.63029 -2.24722 -2.07106 0.043
C -2.44957 -2.22431 -2.81019 0.013
C -1.38583 -1.49392 -2.33367 -0.104
N -1.46066 -0.77704 -1.19464 -0.141
C -1.99653 2.12040 -0.62052 -0.073
C -0.79497 2.57267 -1.40688 -0.231
C -0.72684 3.83096 -1.97132 0.044
C 0.33409 4.14058 -2.81256 0.041
C 1.28921 3.16476 -3.07236 0.016
C 1.17152 1.93998 -2.45176 -0.087
N 0.15825 1.63104 -1.61548 -0.034
C -0.60482 1.15170 2.71958 -0.256
C -0.72436 1.39018 4.07394 0.044
C -0.04149 0.57529 4.96648 0.044
C 0.75244 -0.44607 4.46017 0.018
C 0.83601 -0.61503 3.09546 -0.148
N 0.16782 0.16227 2.21182 -0.066
H -2.26952 2.36557 2.14561 0.161
H -0.73952 2.86541 1.44256 0.147
H -3.62480 0.60298 0.82492 0.165
H -2.41392 -0.41269 1.60106 0.147
H -4.63373 -1.48047 -0.32439 0.149
H -4.48066 -2.82188 -2.41664 0.146
H -2.36291 -2.76682 -3.74150 0.139
H -0.43908 -1.46690 -2.85978 0.126
H -2.56450 2.96776 -0.23376 0.157
H -2.65481 1.59204 -1.31198 0.152
H -1.50276 4.56046 -1.77721 0.146
H 0.40592 5.12080 -3.26704 0.147
H 2.11397 3.35967 -3.74378 0.138
H 1.89974 1.16449 -2.63841 0.105
H -1.35165 2.19736 4.43016 0.148
H -0.13329 0.72754 6.03469 0.148
H 1.29188 -1.11461 5.11658 0.139
H 1.45162 -1.39857 2.68584 0.049
C 5.02708 1.01933 -1.06954 0.010
O 4.44147 0.14025 -0.06251 -0.302
P 3.03310 -0.27284 0.40244 0.932
O 2.12048 -0.57719 -1.05717 -0.598
C 2.61280 -1.65406 -1.90747 -0.056
O 2.08022 1.16859 0.44985 -0.528
C 2.53215 2.19181 1.38647 -0.026
H 6.00038 0.60184 -1.30558 0.116
H 5.14778 2.01077 -0.64193 0.105
H 4.40473 1.05373 -1.96164 0.089
H 2.53468 -1.33262 -2.94371 0.113
H 2.02499 -2.55530 -1.74913 0.064
H 3.66030 -1.85665 -1.68608 0.104
H 3.06065 1.74095 2.22839 0.109
H 1.66742 2.73933 1.74896 0.091
H 3.20169 2.87496 0.86987 0.109
C -0.44957 -5.67122 -0.82538 0.016
N 0.82840 -5.38952 -0.19010 -0.049
C 1.23542 -4.25352 0.37309 -0.598
Se 0.19099 -2.67030 0.51546 0.822
N 2.45908 -4.43432 0.89123 0.143
C 2.86823 -5.74715 0.67487 -0.156
C 4.02118 -6.43954 1.02205 0.021
C 4.07472 -7.76393 0.63804 -0.018
C 3.02483 -8.37678 -0.06607 -0.015
C 1.87825 -7.68989 -0.40843 0.030
C 1.82109 -6.35557 -0.02002 -0.138
H -1.07587 -4.78488 -0.80219 0.049
H -0.95048 -6.47498 -0.28723 0.123
H -0.29017 -5.98829 -1.85495 0.117
H 2.96558 -3.76080 1.44130 0.163
H 4.83411 -5.97835 1.56680 0.129
H 4.94733 -8.35149 0.88871 0.132
H 3.11860 -9.41762 -0.34396 0.132
H 1.07323 -8.17251 -0.94581 0.130